Here is a cluster of 2 separate species, C3H13BO4PS2 in total at a distorted geometry from the OMol25 dataset. Energies are from ωB97M-V with the def2-TZVPD basis set.

```
! wB97M-V def2-TZVPD RIJCOSX def2/J DEFGRID3
* xyz 1 1
C 0.841 1.165 1.480
B 0.418 2.401 0.675
O 1.325 3.297 0.316
S -1.392 2.757 0.119
P -2.964 1.464 1.076
O -2.922 1.799 2.642
O -2.511 -0.067 0.940
H 0.046 0.501 1.765
H 1.582 0.634 0.903
H 1.374 1.529 2.350
H 1.169 3.664 -0.569
H -1.447 2.355 -1.161
H -2.450 2.626 2.838
H -1.881 -0.222 0.218
C 2.148 -2.353 -1.834
S 0.945 -1.510 -0.807
O 1.256 -1.834 0.606
C -0.464 -2.518 -1.296
H 3.120 -1.902 -1.650
H 2.174 -3.408 -1.565
H 1.880 -2.231 -2.883
H -0.262 -3.563 -1.066
H -0.648 -2.392 -2.363
H -1.337 -2.190 -0.734
*
```

Atomic charges from the natural (NBO) analysis, expressed in e, are listed below: atom 1 (C): -1.04, atom 2 (B): 0.86, atom 3 (O): -0.83, atom 4 (S): -0.13, atom 5 (P): 1.44, atom 6 (O): -0.96, atom 7 (O): -0.97, atom 8 (H): 0.25, atom 9 (H): 0.30, atom 10 (H): 0.29, atom 11 (H): 0.52, atom 12 (H): 0.23, atom 13 (H): 0.53, atom 14 (H): 0.52, atom 15 (C): -0.83, atom 16 (S): 1.21, atom 17 (O): -0.98, atom 18 (C): -0.83, atom 19 (H): 0.25, atom 20 (H): 0.25, atom 21 (H): 0.24, atom 22 (H): 0.25, atom 23 (H): 0.24, atom 24 (H): 0.22



Here is a structure of composition AgHLiO2 at a distorted geometry from the OMol25 dataset. Energies are from ωB97M-V with the def2-TZVPD basis set.

```
! wB97M-V def2-TZVPD RIJCOSX def2/J DEFGRID3
* xyz 0 2
O 0.617 0.227 0.019
O 0.473 -0.894 -0.221
Ag -1.182 1.137 1.084
Li -1.325 -1.417 0.227
H 1.417 0.947 -1.109
*
```

Properties
⟨S²⟩: 0.79

Atomic charges from the natural (NBO) analysis, expressed in e, are listed below: atom 1 (O): -0.34, atom 2 (O): -0.60, atom 3 (Ag): 0.04, atom 4 (Li): 0.80, atom 5 (H): 0.10



Here is the ion C7H13I2N2 with charge +1 from the OMol25 dataset. Energies are from ωB97M-V with the def2-TZVPD basis set.

```
! wB97M-V def2-TZVPD RIJCOSX def2/J DEFGRID3
* xyz 1 1
C 0.115 1.110 1.561
C 0.693 -1.685 1.375
C 1.290 0.960 -0.629
C -0.533 -1.213 1.182
C -1.705 -2.088 0.860
C 0.215 0.907 -2.927
C 0.082 0.703 -1.425
N 1.267 1.166 0.659
N -0.834 0.161 1.142
I 3.171 1.037 -1.539
I -0.786 3.123 1.628
H 0.534 0.933 2.563
H 0.861 -2.746 1.362
H 1.547 -1.080 1.609
H -1.666 -3.001 1.447
H -1.695 -2.371 -0.192
H -2.647 -1.584 1.058
H 0.555 1.916 -3.150
H -0.756 0.764 -3.396
H 0.910 0.196 -3.366
H -0.229 -0.331 -1.230
H -0.727 1.335 -1.040
H 2.141 1.405 1.122
H -1.801 0.384 1.326
*
```

Properties
SMILES: C=C(C)N[C@H](I)/[NH+]=C(/I)CC
Energy relative to the best compared isomer or geometry (same formula, charge and spin) in kcal per mole: 0.0

Atomic charges from the natural (NBO) analysis, expressed in e, are listed below: atom 1 (C): 0.03, atom 2 (C): -0.51, atom 3 (C): 0.34, atom 4 (C): 0.19, atom 5 (C): -0.65, atom 6 (C): -0.61, atom 7 (C): -0.56, atom 8 (N): -0.55, atom 9 (N): -0.68, atom 10 (I): 0.36, atom 11 (I): 0.17, atom 12 (H): 0.23, atom 13 (H): 0.23, atom 14 (H): 0.19, atom 15 (H): 0.25, atom 16 (H): 0.24, atom 17 (H): 0.22, atom 18 (H): 0.22, atom 19 (H): 0.24, atom 20 (H): 0.23, atom 21 (H): 0.29, atom 22 (H): 0.27, atom 23 (H): 0.44, atom 24 (H): 0.42



Results for energy: -1585.42579; -305.28027; -979.14575 (in a.u., following the order of the records).